# 1
This record from the Open Molecules 2025 dataset describes a structure of composition C6H7N5. The level of theory is ωB97M-V/def2-TZVPD.

Geometry as XYZ:
```
18
Properties=species:S:1:pos:R:3:forces:R:3
C 3.14443 -0.45433 0.15584 -0.4 1.1 1.0
C 0.65006 -0.06388 -0.29336 -1.4 1.5 -0.2
C -0.12406 2.17215 -0.07227 0.1 1.3 0.2
C -1.69895 0.61006 -0.24473 1.7 4.0 -0.3
C -2.73600 -1.24106 -0.08796 -9.3 1.3 1.4
C -0.79129 -0.43645 -0.19039 1.1 -0.8 -0.1
H 2.81135 -0.20492 1.47025 0.7 -0.2 -4.6
H 3.78951 -1.33364 0.35197 -0.4 0.3 -0.8
H 3.80555 0.40403 -0.40390 -2.1 -2.0 1.7
H 1.62172 -1.94310 -0.06328 0.5 3.3 -3.6
H 0.14705 3.20452 0.13554 0.2 0.0 -0.1
H -3.80327 0.41953 0.47299 2.5 -0.1 -2.1
H -3.52176 -1.91081 0.16936 -1.1 -0.2 -0.2
N 1.84026 -0.95236 -0.85734 -1.1 -0.5 8.4
N 0.81028 1.28730 0.02143 3.5 -5.0 -1.4
N -1.34428 1.97456 -0.40426 -3.9 -3.0 0.8
N -2.96218 0.09204 -0.15118 -2.8 1.8 0.8
N -1.63842 -1.62363 -0.00872 12.4 -2.8 -0.9
```
Positions in Å, forces in eV/Å.

As for the HOMO energy: -9.5 eV. The value obtained for the LUMO energy is 0.2730 eV. The spin multiplicity is 1. For the calculated total energy, the calculation gives -506.42494 Ha. Its net charge is 0. The relative energy (zero: lowest compared OMol25 entry of this formula, charge and spin) comes out at 591.32 kJ/mol.

Partial charges, natural (NBO), in e:
1 C -0.455
2 C 0.446
3 C 0.259
4 C 0.320
5 C 0.232
6 C -0.063
7 H 0.207
8 H 0.195
9 H 0.234
10 H 0.367
11 H 0.177
12 H 0.437
13 H 0.181
14 N -0.567
15 N -0.520
16 N -0.456
17 N -0.578
18 N -0.415


# 2
This record from the Open Molecules 2025 dataset describes a structure of composition C13H23N3Ti. The level of theory is ωB97M-V/def2-TZVPD.

Geometry as XYZ:
```
40
Properties=species:S:1:pos:R:3:forces:R:3
Ti 0.04575 0.06132 -0.44780 0.1 0.1 0.4
C -3.13400 -1.77395 -1.10796 0.1 0.0 0.0
C -1.93841 -1.06727 -1.62052 -0.1 0.0 0.0
C -0.72629 -1.75296 -1.90866 0.0 -0.1 0.0
C 0.34065 -1.11534 -2.57173 0.0 0.0 0.0
C 0.28382 0.26448 -2.83790 0.0 0.0 -0.2
C -0.89110 0.98287 -2.51528 0.0 0.0 0.0
C -1.95527 0.34009 -1.86804 0.0 0.0 0.0
H -3.70984 -2.06180 -2.00782 0.0 0.0 0.0
H -3.79709 -1.13887 -0.51999 0.0 0.0 0.0
H -2.90184 -2.70498 -0.59050 0.0 0.0 0.0
H -0.65573 -2.81718 -1.69410 0.0 0.0 0.0
H 1.22893 -1.68647 -2.83673 0.0 0.0 0.0
H 1.10700 0.76189 -3.34510 0.0 0.0 0.0
H -0.95719 2.04673 -2.73746 0.0 0.0 0.0
H -2.84650 0.91082 -1.61482 0.0 0.0 0.0
C -1.16809 0.61223 2.02386 0.0 0.1 0.0
C -0.22162 -0.52483 2.39253 0.0 -0.1 0.0
N 0.29254 -1.24196 1.13909 0.0 0.1 -0.1
C 1.79669 -1.50176 1.12549 -0.1 0.0 0.0
C 2.56657 -0.19192 1.01251 0.0 0.1 -0.1
N 1.98343 0.68498 -0.10082 -0.1 -0.1 0.0
C 1.76938 2.14790 0.27765 0.0 -0.1 0.0
C 0.66730 2.28364 1.32290 -0.1 0.0 0.0
N -0.57311 1.47780 0.91755 0.1 -0.1 -0.1
H -2.13223 0.24383 1.65950 0.0 0.0 0.0
H -1.37091 1.24495 2.89342 0.0 -0.1 0.0
H 0.64597 -0.18019 2.95250 0.0 0.0 0.0
H -0.74233 -1.25343 3.01626 0.0 0.0 0.0
H -0.17153 -2.15254 1.08222 0.0 0.0 0.0
H 2.06790 -2.03685 2.04057 0.1 0.0 0.0
H 1.99976 -2.17241 0.28500 0.0 0.0 0.0
H 2.54522 0.38836 1.93336 0.0 0.0 0.0
H 3.61342 -0.39353 0.77855 0.0 0.0 0.1
H 2.63423 0.66778 -0.89131 0.0 0.0 0.0
H 2.71384 2.55300 0.65435 0.0 0.1 0.0
H 1.53232 2.68862 -0.64437 0.0 0.0 0.0
H 0.97752 1.93596 2.30675 0.0 0.0 0.0
H 0.37829 3.33130 1.42280 0.0 0.0 0.0
H -1.29744 2.13969 0.62408 0.0 0.0 0.0
```
Positions in Å, forces in eV/Å.

As for the HOMO energy: -25.9 eV. The value obtained for the LUMO energy is -17.9229 eV. The spin multiplicity is 1. For the calculated total energy, the calculation gives -1521.17853 Ha. Its net charge is +4.

Partial charges, natural (NBO), in e:
1 Ti 1.990
2 C -0.698
3 C 0.112
4 C -0.274
5 C -0.144
6 C -0.263
7 C -0.164
8 C -0.210
9 H 0.358
10 H 0.282
11 H 0.282
12 H 0.317
13 H 0.322
14 H 0.325
15 H 0.322
16 H 0.308
17 C -0.262
18 C -0.267
19 N -0.704
20 C -0.259
21 C -0.266
22 N -0.700
23 C -0.265
24 C -0.265
25 N -0.707
26 H 0.258
27 H 0.315
28 H 0.253
29 H 0.310
30 H 0.469
31 H 0.313
32 H 0.261
33 H 0.252
34 H 0.312
35 H 0.472
36 H 0.317
37 H 0.262
38 H 0.253
39 H 0.312
40 H 0.472


# 3
This record from the Open Molecules 2025 dataset describes a cluster of 2 separate species, C35H32N2O in total. The level of theory is ωB97M-V/def2-TZVPD.

Geometry as XYZ:
```
70
Properties=species:S:1:pos:R:3:forces:R:3
C 1.85787 4.22098 -2.84855 0.0 0.1 -0.2
C 2.73281 3.24051 -2.35959 -0.2 0.0 0.3
C 2.34134 2.38951 -1.33181 -0.1 0.2 -0.2
C 1.03983 2.49555 -0.77019 0.0 0.0 -0.5
C 0.56658 1.62479 0.24389 0.1 -0.3 0.5
C 1.41246 0.82925 1.09907 -0.1 -0.4 -0.6
C 1.04787 0.78339 2.57353 0.1 -0.1 0.2
C 1.65728 -0.17690 3.39416 -0.2 0.0 0.1
C 1.26356 -0.32334 4.72460 -0.2 0.2 -0.1
C 0.25399 0.49090 5.25606 0.1 0.1 -0.2
C -0.31668 1.49117 4.46293 0.3 -0.2 -0.2
C 0.10451 1.65212 3.14219 0.0 -0.2 0.0
O 2.36398 0.13613 0.67692 -0.1 0.7 0.7
C 0.17674 3.53031 -1.25300 0.3 -0.5 -0.1
C 0.58615 4.37541 -2.26999 0.2 -0.1 -0.2
H 2.17288 4.87574 -3.66516 -0.1 -0.2 0.3
H 3.72920 3.12417 -2.79213 -0.3 0.1 0.1
H 2.99976 1.61004 -0.94485 -0.1 0.3 -0.2
H -0.44084 1.84644 0.59439 0.3 0.1 0.1
H 2.43071 -0.82040 2.97358 -0.3 0.2 0.0
H 1.73570 -1.08526 5.34547 -0.1 0.2 -0.1
H -0.07127 0.36884 6.28995 0.1 0.0 -0.3
H -1.09721 2.14569 4.85157 0.2 -0.2 0.0
H -0.32182 2.44586 2.53032 0.1 -0.2 0.2
H -0.80911 3.64235 -0.79100 0.3 0.0 -0.2
H -0.07684 5.17436 -2.61469 0.2 -0.3 0.1
C 1.03061 0.95831 -4.08052 0.4 0.0 -0.1
C -0.21562 0.56593 -3.41860 -0.8 0.1 0.5
N -1.42011 0.98792 -3.86526 0.7 0.1 0.0
C -1.59820 1.95366 -4.93745 0.1 0.0 0.0
C -2.45137 0.34148 -3.17719 0.2 -0.6 0.2
C -1.86026 -0.56523 -2.26699 -0.2 0.3 -0.6
C -2.67026 -1.50721 -1.65244 -0.4 -0.1 0.2
C -4.05433 -1.46188 -1.86654 0.2 0.2 -0.2
C -4.62438 -0.51418 -2.73384 0.3 0.1 0.1
C -3.81348 0.40428 -3.41334 -0.2 -0.1 0.2
C -0.41351 -0.34321 -2.33346 -0.1 -0.1 0.0
C 0.56698 -0.84340 -1.49305 0.1 0.8 -1.5
C 0.35245 -1.90569 -0.57171 -0.1 -2.1 1.3
C 0.80197 -3.25286 -0.63426 -0.8 2.1 0.4
C 1.51042 -3.94989 -1.72430 0.3 0.0 -0.3
N 0.34218 -3.92229 0.46098 -0.1 -0.2 0.4
C 0.50731 -5.35031 0.68641 0.0 0.1 -0.1
C -0.38553 -3.06374 1.28512 0.0 0.1 -0.8
C -0.42908 -1.80011 0.64260 -0.2 -0.9 -0.3
C -1.28281 -0.82410 1.13668 -0.1 0.0 0.6
C -1.90915 -1.05164 2.36507 0.0 0.1 -0.3
C -1.83581 -2.29840 3.00601 0.4 -0.3 -0.2
C -1.10533 -3.35157 2.43535 -0.1 0.5 0.4
H 1.86180 0.45025 -3.58916 0.0 0.2 -0.2
H 1.02627 0.68291 -5.14721 -0.1 0.0 0.3
H 1.18986 2.04073 -4.00686 0.1 0.0 0.0
H -2.66878 2.13110 -5.05710 0.3 0.1 -0.1
H -1.08958 2.89767 -4.69144 -0.2 -0.3 0.0
H -1.18474 1.56782 -5.87948 -0.2 0.1 0.2
H -2.21802 -2.27824 -1.03571 -0.3 0.2 0.0
H -4.69509 -2.17621 -1.34908 0.2 0.2 -0.2
H -5.70198 -0.50973 -2.89238 0.3 0.1 0.1
H -4.20920 1.15210 -4.09921 -0.1 -0.3 0.2
H 1.59625 -0.52476 -1.67708 -0.2 -0.1 0.0
H 1.71252 -3.21605 -2.50976 0.1 -0.3 0.0
H 2.46320 -4.38027 -1.38448 -0.2 0.1 -0.1
H 0.89615 -4.75786 -2.15348 0.2 0.2 0.1
H -0.00683 -5.60781 1.61550 0.2 -0.1 -0.2
H 0.06530 -5.92930 -0.13770 0.1 0.1 0.2
H 1.57021 -5.61453 0.76959 -0.3 0.0 0.1
H -1.45111 0.07281 0.54820 0.1 -0.1 0.4
H -2.46371 -0.23663 2.83501 0.0 -0.3 -0.2
H -2.36960 -2.44721 3.94391 0.1 0.0 -0.2
H -1.07365 -4.35197 2.86021 -0.1 0.3 0.1
```
Positions in Å, forces in eV/Å.

As for the HOMO energy: -5.8 eV. The value obtained for the LUMO energy is -1.0320 eV. The spin multiplicity is 1. For the calculated total energy, the calculation gives -1537.61336 Ha. Its net charge is 0.

Partial charges, natural (NBO), in e:
1 C -0.299
2 C -0.213
3 C -0.287
4 C 0.066
5 C -0.494
6 C 0.467
7 C -0.040
8 C -0.194
9 C -0.222
10 C -0.217
11 C -0.218
12 C -0.222
13 O -0.675
14 C -0.259
15 C -0.227
16 H 0.208
17 H 0.209
18 H 0.243
19 H 0.188
20 H 0.233
21 H 0.209
22 H 0.209
23 H 0.208
24 H 0.218
25 H 0.204
26 H 0.207
27 C -0.688
28 C 0.377
29 N -0.325
30 C -0.412
31 C 0.131
32 C -0.005
33 C -0.195
34 C -0.223
35 C -0.203
36 C -0.241
37 C -0.203
38 C 0.071
39 C -0.222
40 C 0.255
41 C -0.657
42 N -0.345
43 C -0.403
44 C 0.120
45 C -0.001
46 C -0.146
47 C -0.248
48 C -0.213
49 C -0.248
50 H 0.247
51 H 0.230
52 H 0.272
53 H 0.221
54 H 0.231
55 H 0.213
56 H 0.234
57 H 0.220
58 H 0.219
59 H 0.214
60 H 0.240
61 H 0.235
62 H 0.230
63 H 0.225
64 H 0.220
65 H 0.203
66 H 0.208
67 H 0.220
68 H 0.218
69 H 0.215
70 H 0.208


# 4
This record from the Open Molecules 2025 dataset describes a cluster of 4 separate species, C26H61N3O15P3 in total. The level of theory is ωB97M-V/def2-TZVPD.

Geometry as XYZ:
```
108
Properties=species:S:1:pos:R:3:forces:R:3
C -0.07135 -3.10204 -1.65750 0.5 0.5 0.8
C 1.17426 -2.23827 -2.27882 0.0 -0.5 0.8
O 1.53919 -2.65640 -3.61592 -0.7 0.7 0.7
C 0.96516 -0.65383 -2.10252 -0.4 0.0 0.7
N 0.43706 0.05438 -3.31101 -0.5 -0.9 0.8
C -0.93691 -0.38206 -3.68811 -0.8 0.6 -0.7
C -2.04357 0.29329 -2.70462 2.8 0.0 -0.3
O -3.32664 0.39373 -3.39992 0.0 0.1 1.0
N -4.22442 -0.50922 -2.99013 -4.8 -5.3 1.7
C -4.91849 -1.43565 -3.91240 -2.2 -2.1 1.2
C -5.94248 -2.34356 -3.20067 4.8 4.9 0.0
N -5.75460 -1.88375 -1.80786 1.8 1.4 -1.7
C -4.75896 -0.84704 -1.69581 -0.5 0.3 -0.5
O -4.33638 -0.22477 -0.50194 -1.4 -1.3 -2.7
H 0.21560 -3.34486 -0.56184 -0.6 0.4 -1.7
H -0.22117 -4.10392 -2.18684 0.2 1.6 0.5
H -1.03953 -2.47114 -1.57873 1.4 -1.2 -0.4
H 2.07733 -2.52017 -1.60800 -1.4 0.5 -1.4
H 0.93776 -2.27728 -4.29384 0.6 -0.1 0.9
H 1.94623 -0.15514 -1.78608 -1.4 -0.7 -0.6
H 0.20208 -0.47143 -1.25040 1.3 -0.6 -0.7
H 0.42070 1.05644 -3.04922 0.0 -0.7 -0.6
H -1.07970 -1.52431 -3.70955 0.5 1.7 0.2
H -1.11588 -0.01702 -4.77527 0.0 -0.5 1.8
H -2.05904 -0.30119 -1.73018 -0.5 1.0 -1.3
H -1.67512 1.37736 -2.52861 -1.0 -1.8 -0.1
H -4.70588 -1.46230 -5.03462 -0.1 0.3 2.0
H -6.64384 -3.15362 -3.59166 1.2 1.5 0.9
H -6.26868 -2.26085 -0.98514 0.8 0.5 -0.9
H -5.09586 0.14464 0.00923 0.5 -0.4 -0.5
O 0.92290 4.55521 -3.30965 -3.7 0.2 2.7
P 0.21785 5.88260 -3.63243 7.2 1.7 -6.7
O 0.14102 5.60633 -5.26280 -0.7 -0.4 0.2
C -0.87349 4.73863 -5.74205 -0.1 0.1 -0.2
C -2.25360 5.36288 -5.62712 -0.1 0.0 0.0
O 1.60006 6.80550 -3.62487 -1.0 0.1 1.2
C 2.74193 6.37524 -2.88775 0.4 -0.3 0.0
C 3.66386 5.52214 -3.74807 0.2 0.1 -0.1
O -0.59550 7.35358 -3.98963 -1.7 -2.0 2.8
C -1.47374 7.80831 -2.95727 -0.2 0.6 0.3
C -0.75077 8.04129 -1.64308 0.1 0.1 0.0
H -0.83440 3.78491 -5.20378 0.0 -0.1 0.0
H -0.65356 4.53418 -6.79262 0.1 0.1 0.1
H -2.55311 5.45534 -4.57930 -0.1 0.0 0.0
H -2.99953 4.74739 -6.13717 0.0 0.0 0.0
H -2.26401 6.36547 -6.06013 0.0 -0.1 0.0
H 2.43539 5.84708 -1.98090 0.0 -0.1 -0.2
H 3.27923 7.26836 -2.55569 -0.2 0.1 -0.2
H 3.12282 4.78779 -4.34535 -0.1 0.0 0.2
H 4.39205 4.99822 -3.12254 0.0 0.1 -0.1
H 4.21058 6.15520 -4.45133 0.0 0.0 0.1
H -2.27732 7.07707 -2.82464 -0.1 0.1 0.0
H -1.92630 8.74168 -3.30086 0.1 -0.1 -0.1
H -0.33756 7.10790 -1.24514 0.0 -0.1 0.1
H -1.43479 8.44978 -0.89549 0.0 -0.1 0.0
H 0.08547 8.73169 -1.77642 -0.1 -0.1 0.0
O -3.14915 -1.70292 4.05172 -2.9 -3.4 0.5
P -2.42947 -3.03821 3.83150 8.0 4.9 -1.5
O -1.16938 -2.72511 4.85584 -0.7 -0.3 0.1
C -1.39510 -2.87286 6.25166 0.1 -0.1 0.5
C -1.55685 -4.33003 6.64753 0.0 -0.1 0.0
O -1.68554 -2.59112 2.40875 -1.0 -0.8 -0.4
C -2.23188 -1.54062 1.61860 0.0 0.4 0.2
C -1.64204 -0.19270 2.01038 0.2 0.1 -0.2
O -1.69426 -4.57086 3.57934 -3.7 0.0 0.9
C -2.61607 -5.63353 3.32379 -0.1 -0.6 -0.3
C -3.47093 -5.37579 2.09617 0.1 0.0 -0.2
H -2.27290 -2.29128 6.55159 0.1 0.0 0.0
H -0.52794 -2.45107 6.76535 0.0 0.0 -0.2
H -2.49126 -4.73927 6.25306 -0.1 -0.1 0.1
H -1.57681 -4.43445 7.73516 0.0 0.0 -0.1
H -0.73982 -4.93482 6.24738 0.0 0.1 0.1
H -3.32333 -1.53797 1.68777 0.1 0.1 0.1
H -1.99106 -1.75123 0.57099 0.1 -0.2 0.1
H -1.58407 -0.05626 3.09026 -0.2 -0.1 0.0
H -2.23580 0.62197 1.58474 0.1 0.0 0.0
H -0.62108 -0.10643 1.62919 -0.1 0.0 0.0
H -3.24918 -5.77607 4.20460 0.0 -0.2 0.0
H -2.03193 -6.54605 3.18245 0.1 0.2 0.1
H -4.11229 -4.49826 2.23512 -0.1 0.0 0.1
H -4.11651 -6.23294 1.89085 0.0 0.1 0.0
H -2.84585 -5.18195 1.22074 0.0 -0.1 0.1
O 5.56161 -1.82017 1.82472 -3.4 -2.4 -1.5
P 4.30942 -1.61482 2.68474 5.0 6.0 5.4
O 4.26060 0.03515 2.55933 -0.4 -0.3 -0.5
C 3.74564 0.58910 1.36134 -0.1 0.2 -0.1
C 2.24569 0.37355 1.24596 -0.1 0.0 0.0
O 5.08409 -1.72227 4.15224 -0.9 -1.0 -0.4
C 6.33670 -2.39532 4.24975 0.5 0.0 -0.1
C 7.49720 -1.43372 4.03472 0.1 0.1 0.2
O 2.86296 -1.48634 3.60164 0.0 -2.3 -3.0
C 1.96750 -2.59031 3.45077 -0.5 -0.4 0.4
C 2.59898 -3.90913 3.85798 0.1 0.0 0.1
H 4.26615 0.16338 0.49658 0.0 0.0 0.0
H 3.95980 1.66043 1.38054 0.1 -0.1 0.1
H 2.01569 -0.68491 1.09182 -0.1 0.0 0.0
H 1.83800 0.93328 0.39952 0.0 0.0 0.0
H 1.73636 0.68975 2.15931 0.1 0.0 -0.1
H 6.37552 -3.23494 3.55066 0.0 0.2 0.0
H 6.40478 -2.82762 5.25248 -0.2 0.2 0.0
H 7.33372 -0.75716 3.19561 -0.1 -0.2 -0.1
H 8.42443 -1.98772 3.86358 -0.1 0.1 0.0
H 7.63220 -0.80694 4.91987 0.0 -0.1 0.0
H 1.62959 -2.63545 2.41035 -0.2 0.0 0.0
H 1.09427 -2.39063 4.07608 0.1 0.1 -0.1
H 3.44292 -4.16431 3.20761 0.0 -0.1 -0.1
H 1.86949 -4.72016 3.79334 0.0 0.1 0.0
H 2.98483 -3.85666 4.87903 -0.1 0.0 -0.1
```
Positions in Å, forces in eV/Å.

As for the HOMO energy: -11.3 eV. The value obtained for the LUMO energy is -3.8621 eV. The spin multiplicity is 1. For the calculated total energy, the calculation gives -3343.63713 Ha. Its net charge is +1.

Atomic partial charges in e from the Mulliken method, atoms 1 to 99:
1 C -0.466
2 C -0.319
3 O -0.539
4 C 0.450
5 N -0.369
6 C -0.719
7 C 0.683
8 O -0.255
9 N 0.368
10 C -0.169
11 C -0.430
12 N -0.006
13 C 0.183
14 O -0.371
15 H 0.137
16 H 0.356
17 H -0.200
18 H 0.390
19 H 0.382
20 H 0.290
21 H -0.135
22 H 0.170
23 H 0.189
24 H 0.336
25 H -0.418
26 H 0.134
27 H 0.383
28 H 0.365
29 H 0.264
30 H 0.343
31 O -0.686
32 P 1.059
33 O -0.422
34 C -0.147
35 C -0.993
36 O -0.370
37 C -0.334
38 C -1.049
39 O -0.235
40 C -0.236
41 C -1.097
42 H 0.086
43 H 0.352
44 H 0.175
45 H 0.430
46 H 0.265
47 H 0.302
48 H 0.373
49 H 0.282
50 H 0.328
51 H 0.301
52 H 0.246
53 H 0.369
54 H 0.325
55 H 0.411
56 H 0.262
57 O -0.765
58 P 0.934
59 O -0.295
60 C -0.396
61 C -1.003
62 O -0.255
63 C -0.059
64 C -0.903
65 O -0.232
66 C -0.301
67 C -1.065
68 H 0.290
69 H 0.369
70 H 0.214
71 H 0.427
72 H 0.239
73 H 0.380
74 H 0.033
75 H 0.445
76 H 0.360
77 H -0.059
78 H 0.275
79 H 0.369
80 H 0.296
81 H 0.452
82 H 0.213
83 O -0.747
84 P 1.183
85 O -0.395
86 C -0.725
87 C -0.678
88 O -0.371
89 C -0.354
90 C -1.063
91 O -0.313
92 C 0.383
93 C -1.345
94 H 0.276
95 H 0.380
96 H -0.021
97 H 0.573
98 H 0.334
99 H 0.330


| no. | maximum force (eV Å⁻¹) |
| --- | --- |
| 1 | 12.8 |
| 2 | 0.4 |
| 3 | 2.4 |
| 4 | 10.0 |